w:
C3H8N3 | ωB97M-V/def2-TZVPD

Its HOMO-LUMO gap is 11.44 eV. As for the spin multiplicity: 1. As for the HOMO energy: -14.89 eV. Its LUMO energy is -3.45 eV. As for the net charge: +1. Its SMILES is NC/C=N\C=[NH2+].

Structure (XYZ):
```
14
C3H8N3, DFT ωB97M-V/def2-TZVPD
C 1.247 1.058 -0.297
C 1.375 -0.149 0.463
C -0.806 0.406 -0.932
N 0.197 1.194 -0.976
N -1.922 0.686 -0.383
N 0.117 -0.817 0.343
H 2.032 1.761 -0.248
H 2.121 -0.615 -0.091
H 1.714 -0.141 1.544
H -0.874 -0.187 -1.898
H -2.770 0.150 -0.536
H -2.015 1.532 0.248
H 0.117 -1.828 0.175
H -0.372 -0.525 1.162
```

x:
C3H8N3 | ωB97M-V/def2-TZVPD

Its HOMO-LUMO gap is 7.91 eV. As for the spin multiplicity: 1. As for the HOMO energy: -12.86 eV. Its LUMO energy is -4.96 eV. As for the net charge: +1.

Structure (XYZ):
```
14
C3H8N3, DFT ωB97M-V/def2-TZVPD
C -1.053 -1.254 0.918
C 0.759 -0.769 -0.439
C 0.002 1.730 -0.092
N 0.186 -1.052 0.817
N -1.093 1.012 -0.670
N 0.182 0.703 -0.972
H -1.811 -1.268 0.172
H -1.405 -1.093 2.016
H 1.825 -0.678 -0.515
H 0.391 -1.460 -1.276
H 0.225 2.688 -0.508
H 0.485 1.632 0.829
H 0.843 -0.906 1.676
H 0.465 0.716 -1.956
```

Quick ranking, most stable first: w, x.